[1]
The following is a quantum chemistry calculation of the molecule C22H24N4S at a distorted geometry, from OMol25.

Results
E_LUMO = 0.0228 Eh
Structure (SMILES) = CCCn1c([C@@H](C)Nc2nc(-c3ccc(C)cc3)cs2)nc2ccccc21

Structure (ORCA input):
```
! RIJCOSX wB97M-V def2-TZVPD def2/J DEFGRID3
* xyz 0 1
C 0.547 -2.487 -1.043
C 0.195 -1.190 -1.758
C 1.028 -0.023 -1.218
N 0.716 1.209 -1.894
C -0.094 2.236 -1.486
C -0.760 2.279 -0.143
C -1.265 3.686 0.158
N -1.862 1.333 -0.107
C -1.859 0.231 0.657
N -0.893 -0.147 1.416
C -1.171 -1.321 2.070
C -0.165 -1.883 2.961
C -0.372 -3.073 3.658
C 0.607 -3.574 4.493
C 1.819 -2.913 4.659
C 2.863 -3.452 5.588
C 2.024 -1.729 3.962
C 1.051 -1.220 3.126
C -2.396 -1.846 1.785
S -3.261 -0.855 0.661
N -0.230 3.173 -2.383
C 0.522 2.777 -3.457
C 0.745 3.399 -4.681
C 1.568 2.757 -5.581
C 2.164 1.529 -5.284
C 1.955 0.896 -4.076
C 1.126 1.532 -3.166
H 0.376 -2.389 0.027
H 1.593 -2.741 -1.201
H -0.066 -3.304 -1.416
H -0.865 -0.967 -1.615
H 0.369 -1.295 -2.832
H 2.093 -0.235 -1.360
H 0.832 0.091 -0.150
H -0.059 1.955 0.633
H -0.428 4.376 0.192
H -1.782 3.699 1.114
H -1.939 4.012 -0.629
H -2.666 1.531 -0.680
H -1.301 -3.609 3.550
H 0.429 -4.497 5.027
H 3.853 -3.102 5.306
H 2.858 -4.540 5.588
H 2.663 -3.117 6.607
H 2.959 -1.199 4.076
H 1.216 -0.298 2.590
H -2.855 -2.740 2.150
H 0.286 4.349 -4.904
H 1.762 3.211 -6.542
H 2.804 1.066 -6.021
H 2.423 -0.052 -3.854
*
```


[2]
The following is a quantum chemistry calculation of a structure of composition C22H24N6O3V at a distorted geometry, from OMol25.

Results
E_LUMO (spin up / spin down) = -0.1142 / -0.1177 Eh

Structure (ORCA input):
```
! RIJCOSX wB97M-V def2-TZVPD def2/J DEFGRID3
* xyz 1 3
V 0.573 -0.150 -0.108
C -2.331 -0.745 0.745
N -1.254 0.252 1.039
C -1.680 1.657 0.745
C -0.651 2.428 -0.050
C -0.659 3.807 -0.057
C 0.158 4.479 -0.951
C 0.957 3.749 -1.815
C 0.965 2.374 -1.708
N 0.194 1.714 -0.825
C -0.846 0.075 2.459
C 0.136 -1.067 2.611
C 0.316 -1.743 3.801
C 1.276 -2.742 3.863
C 2.017 -3.044 2.730
C 1.783 -2.328 1.575
N 0.869 -1.342 1.522
C -2.789 -0.828 -0.693
C -3.879 -1.626 -0.992
C -4.239 -1.775 -2.319
C -3.507 -1.120 -3.296
C -2.444 -0.332 -2.896
N -2.087 -0.184 -1.616
H -3.195 -0.538 1.383
H -1.933 -1.717 1.035
H -1.937 2.191 1.657
H -2.572 1.628 0.132
H -1.323 4.347 0.609
H 0.162 5.564 -0.979
H 1.586 4.232 -2.549
H 1.610 1.765 -2.319
H -1.715 -0.088 3.095
H -0.373 0.997 2.797
H -0.296 -1.498 4.664
H 1.438 -3.287 4.788
H 2.765 -3.824 2.734
H 2.327 -2.525 0.663
H -4.424 -2.138 -0.203
H -5.080 -2.402 -2.588
H -3.750 -1.220 -4.348
H -1.846 0.200 -3.628
N 2.103 1.089 1.176
C 3.382 1.113 0.387
C 3.436 -0.007 -0.643
O 4.511 -0.443 -1.019
N 2.200 -0.365 -1.090
C 2.091 -1.275 -2.242
C 0.730 -1.966 -2.150
O 0.235 -2.585 -3.049
O 0.140 -1.743 -0.944
H 1.870 2.031 1.462
H 2.274 0.577 2.028
H 4.263 1.068 1.014
H 3.427 2.045 -0.171
H 2.903 -1.997 -2.273
H 2.116 -0.744 -3.193
*
```


[3]
The following is a quantum chemistry calculation of a structure of composition C22H25BN5O8Sn, from OMol25.

Results
E_LUMO = -0.1087 Eh

Structure (ORCA input):
```
! RIJCOSX wB97M-V def2-TZVPD def2/J DEFGRID3
* xyz 1 1
Sn 1.733 -0.676 1.554
O 1.421 4.191 5.028
C 2.007 4.472 3.879
O 2.327 5.583 3.554
C 2.299 3.338 2.939
C 3.008 3.536 1.771
N 3.098 2.355 1.143
N 2.483 1.393 1.839
C 1.985 1.971 2.927
C 1.209 1.083 3.854
O 0.784 1.511 4.905
O 1.033 -0.127 3.410
H 1.227 3.226 5.128
H 3.442 4.445 1.386
H 3.585 2.134 0.289
N 1.216 -2.918 1.886
C 2.268 -3.533 2.726
C 3.529 -2.696 2.731
O 4.595 -3.173 2.995
O 3.358 -1.407 2.434
H 0.306 -2.999 2.329
H 1.142 -3.386 0.987
H 2.524 -4.538 2.407
H 1.926 -3.578 3.759
C -4.637 -0.409 -4.094
C -5.198 -0.144 -2.689
C -6.258 0.956 -2.789
C -5.873 -1.418 -2.159
C -4.046 0.246 -1.758
C -3.979 1.496 -1.137
C -2.934 1.873 -0.293
C -1.953 0.942 -0.092
O -0.794 1.040 0.687
B -0.188 -0.172 0.524
O -0.869 -1.037 -0.304
C -2.003 -0.299 -0.690
C -3.020 -0.682 -1.523
H -5.449 -0.675 -4.775
H -3.918 -1.231 -4.094
H -4.139 0.480 -4.487
H -7.057 0.622 -3.452
H -5.848 1.878 -3.206
H -6.704 1.178 -1.817
H -6.722 -1.679 -2.794
H -6.241 -1.268 -1.141
H -5.190 -2.270 -2.153
H -4.766 2.214 -1.309
H -2.907 2.845 0.181
H -3.020 -1.666 -1.976
N 5.244 -0.651 0.442
C 4.380 -0.891 -0.567
C 4.891 -1.192 -1.848
C 4.052 -1.300 -2.917
C 2.675 -1.102 -2.739
C 2.232 -0.841 -1.479
N 3.039 -0.748 -0.381
H 6.211 -0.881 0.292
H 4.918 -0.700 1.399
H 5.959 -1.322 -1.958
H 4.450 -1.532 -3.897
H 1.978 -1.160 -3.563
H 1.175 -0.706 -1.303
*
```


Repeat the second record exactly.
The following is a quantum chemistry calculation of a structure of composition C22H24N6O3V at a distorted geometry, from OMol25.

Results
E_LUMO (spin up / spin down) = -0.1142 / -0.1177 Eh

Structure (ORCA input):
```
! RIJCOSX wB97M-V def2-TZVPD def2/J DEFGRID3
* xyz 1 3
V 0.573 -0.150 -0.108
C -2.331 -0.745 0.745
N -1.254 0.252 1.039
C -1.680 1.657 0.745
C -0.651 2.428 -0.050
C -0.659 3.807 -0.057
C 0.158 4.479 -0.951
C 0.957 3.749 -1.815
C 0.965 2.374 -1.708
N 0.194 1.714 -0.825
C -0.846 0.075 2.459
C 0.136 -1.067 2.611
C 0.316 -1.743 3.801
C 1.276 -2.742 3.863
C 2.017 -3.044 2.730
C 1.783 -2.328 1.575
N 0.869 -1.342 1.522
C -2.789 -0.828 -0.693
C -3.879 -1.626 -0.992
C -4.239 -1.775 -2.319
C -3.507 -1.120 -3.296
C -2.444 -0.332 -2.896
N -2.087 -0.184 -1.616
H -3.195 -0.538 1.383
H -1.933 -1.717 1.035
H -1.937 2.191 1.657
H -2.572 1.628 0.132
H -1.323 4.347 0.609
H 0.162 5.564 -0.979
H 1.586 4.232 -2.549
H 1.610 1.765 -2.319
H -1.715 -0.088 3.095
H -0.373 0.997 2.797
H -0.296 -1.498 4.664
H 1.438 -3.287 4.788
H 2.765 -3.824 2.734
H 2.327 -2.525 0.663
H -4.424 -2.138 -0.203
H -5.080 -2.402 -2.588
H -3.750 -1.220 -4.348
H -1.846 0.200 -3.628
N 2.103 1.089 1.176
C 3.382 1.113 0.387
C 3.436 -0.007 -0.643
O 4.511 -0.443 -1.019
N 2.200 -0.365 -1.090
C 2.091 -1.275 -2.242
C 0.730 -1.966 -2.150
O 0.235 -2.585 -3.049
O 0.140 -1.743 -0.944
H 1.870 2.031 1.462
H 2.274 0.577 2.028
H 4.263 1.068 1.014
H 3.427 2.045 -0.171
H 2.903 -1.997 -2.273
H 2.116 -0.744 -3.193
*
```


What is the formula in the third record?
C22H25BN5O8Sn